*one*
Computed, not measured: a 2-piece molecular cluster, C4H13N2P overall, with ωB97M-V/def2-TZVPD.

Last column: Löwdin charge in e.
CARTESIAN COORDINATES (ANGSTROEM)
C: 0.395 0.708 -1.270  -0.162
C: 1.739 0.335 0.831  -0.093
C: 0.820 -1.695 -0.712  -0.140
C: 0.795 -0.256 -0.278  -0.456
N: -2.805 0.214 -0.282  -0.261
N: -1.815 0.373 2.170  -0.270
P: -1.917 -0.678 0.823  0.771
H: 0.456 1.665 -0.743  0.075
H: 0.839 0.772 -2.266  0.084
H: -0.691 0.609 -1.491  0.047
H: 1.290 1.134 1.506  0.076
H: 2.622 0.988 0.369  0.107
H: 2.178 -0.491 1.358  0.040
H: -0.143 -2.077 -0.999  0.035
H: 1.566 -1.710 -1.567  0.098
H: 1.255 -2.319 0.063  0.063
H: -2.480 1.199 -0.374  0.052
H: -3.673 0.174 -0.597  -0.047
H: -2.717 0.612 2.517  -0.001
H: -1.475 -0.153 2.931  -0.019

Its LUMO energy (alpha / beta) is 0.58 / 0.95 eV. As for the HOMO-LUMO gap (alpha / beta): 7.344 / 7.564 eV. Its net charge is 0. The value obtained for the molecular weight is 120.14 g/mol.

=====

*two*
Computed, not measured: one molecule with the formula C4H13N2P, with ωB97M-V/def2-TZVPD.

Last column: Löwdin charge in e.
CARTESIAN COORDINATES (ANGSTROEM)
C: 2.546 1.013 0.330  -0.185
N: 1.215 1.260 0.698  -0.099
N: 0.178 0.509 -0.193  -0.497
C: 0.378 0.980 -1.421  -0.285
P: -0.335 -1.084 0.194  0.893
C: -1.910 -1.209 -1.027  -0.235
C: -1.191 -0.450 1.732  -0.341
H: 2.492 0.509 -0.639  0.057
H: 3.040 0.336 1.157  0.115
H: 3.068 1.941 0.269  0.071
H: 0.716 2.138 0.238  0.139
H: 1.429 1.310 -1.603  0.066
H: -0.028 0.535 -2.328  0.074
H: -0.193 2.064 -1.520  0.123
H: -2.293 -0.382 -1.735  0.073
H: -1.811 -1.968 -1.656  -0.061
H: -2.534 -1.550 -0.192  0.004
H: -1.874 -1.260 2.018  0.006
H: -0.631 -0.073 2.606  0.030
H: -1.972 0.350 1.626  0.050

Its LUMO energy is 1.00 eV. The structure (SMILES) is CNN(C)P(C)C. As for the HOMO-LUMO gap: 8.617 eV. Its net charge is 0. The value obtained for the molecular weight is 120.14 g/mol.

=====

Bottom line: *one*, by a margin of 0.0643 hartree.